Record 1
ORCA calculation (ωB97M-V/def2-TZVPD) on a cluster of 2 separate species, C3H7N2O in total in a non-equilibrium geometry.

Element x y z (Å)
1 C -1.687536 -1.033190 -0.737838
2 C 1.337329 2.082137 0.129144
3 C 0.166853 -1.257614 0.818831
4 N 1.949618 2.436305 -0.845914
5 N -0.807050 -0.537983 0.061499
6 O 0.588667 1.655179 0.914059
7 H -1.860517 -2.078139 -1.018343
8 H -2.376790 -0.441879 -1.226927
9 H 0.142933 -2.278869 0.559624
10 H 0.091672 -1.284852 1.933569
11 H 1.182701 -0.909725 0.510476
12 H -0.772465 0.413167 0.344491
13 H 2.044585 3.235462 -1.442670

Atoms 1-3, force components in eV/Å:
C 1.3548 -0.6432 1.0440
C 0.2842 1.6972 -3.2047
C 2.2646 -0.9221 0.6488

Summary:
Molecular weight in g mol⁻¹: 87.102
Orbital gap in Ha: 0.35793
Lowest unoccupied orbital energy in eV: -5.29
Relative energy (zero: lowest compared OMol25 entry of this formula, charge and spin) in eV: 1.838
HOMO energy in eV: -15.03
Largest force on an atom in Eh/bohr: 0.071
Total charge: +1
DFT total energy in eV: -8244.30058

---

Record 2
ORCA calculation (ωB97M-V/def2-TZVPD) on an isolated molecule of C14H6F6O2 in a non-equilibrium geometry.

Element x y z (Å)
1 O 0.980741 0.560164 -1.510838
2 C 0.584674 0.560471 -0.334760
3 C 0.513175 1.856765 0.341903
4 C 1.585558 2.735217 0.288166
5 C 1.518346 4.029287 0.784736
6 C 0.371893 4.489798 1.437971
7 F 0.322996 5.716597 1.982706
8 C -0.754368 3.614019 1.502607
9 F -1.871105 4.062972 2.118272
10 C -0.649488 2.293518 0.957657
11 F -1.763712 1.523010 1.041409
12 C 0.592614 -0.783589 0.454369
13 O -0.118232 -0.746341 1.692392
14 C 0.053487 -1.932510 -0.393987
15 C 0.872331 -2.982091 -0.814867
16 C 0.366018 -4.107543 -1.475119
17 C -1.010972 -4.124175 -1.822892
18 F -1.556156 -5.207181 -2.428990
19 C -1.836557 -3.048864 -1.452887
20 F -3.159675 -3.074567 -1.641955
21 C -1.289804 -1.951872 -0.742741
22 F -2.137621 -1.004644 -0.252340
23 H 2.494511 2.391094 -0.244721
24 H 2.354454 4.710958 0.678037
25 H 1.651309 -0.932989 0.721674
26 H -1.075394 -0.772533 1.499114
27 H 1.953457 -2.924929 -0.608780
28 H 1.007520 -4.950039 -1.776134

Atoms 1-3, force components in eV/Å:
O -1.0833 -0.3444 2.1394
C 2.1653 -0.9847 -2.4172
C -1.1974 0.6948 0.9175

Summary:
Structure (SMILES): O=C(c1ccc(F)c(F)c1F)[C@@H](O)c1ccc(F)c(F)c1F
Molecular weight in g mol⁻¹: 320.188
Orbital gap in Ha: 0.35696
Lowest unoccupied orbital energy in eV: -0.10
Relative energy (zero: lowest compared OMol25 entry of this formula, charge and spin) in eV: 0.000
HOMO energy in eV: -9.82
Largest force on an atom in Eh/bohr: 0.066
DFT total energy in eV: -35013.46449